No. 1
A 3-piece molecular cluster, C10H18BrClN2O5 overall, computed with the ωB97M-V functional and the def2-TZVPD basis.

```
37
Properties=species:S:1:pos:R:3
O -4.13469 -1.63072 -0.53667
C -3.05420 -1.42777 -1.30589
Br -3.35426 -1.02418 -3.24695
C -1.56220 -1.55788 -0.59332
C -0.71361 -0.12460 -0.74264
O -0.09818 0.13737 -1.91175
O -0.71557 0.74545 0.44374
C -0.32822 2.13009 0.12351
Cl -1.69336 3.10921 -0.71994
H -1.75104 -1.73862 0.56945
H -0.95217 -2.48602 -0.97546
H -0.17040 2.67571 1.17356
H 0.63346 2.23338 -0.53894
C -1.34973 0.54558 3.43143
C -1.71418 2.00382 3.47573
O -1.46691 2.76852 2.54635
N -2.33911 2.47414 4.59289
C -2.71471 1.74688 5.78207
H -0.85927 0.32143 2.48032
H -0.65583 0.30768 4.24241
H -2.25103 -0.06872 3.50846
H -2.55182 3.46409 4.54753
H -3.79645 1.83814 5.90749
H -2.21439 2.21141 6.63544
H -2.44165 0.69238 5.72944
C 2.87905 -0.59205 -2.75864
C 3.20607 -2.05974 -2.77184
O 2.95242 -2.79513 -1.82078
N 3.80384 -2.57273 -3.88507
C 4.18136 -1.88431 -5.09656
H 2.40728 -0.33252 -1.80707
H 3.79446 -0.00295 -2.86236
H 2.18048 -0.35622 -3.56613
H 3.99217 -3.56639 -3.81818
H 3.65801 -2.35647 -5.93165
H 5.25872 -2.00607 -5.23371
H 3.93571 -0.82221 -5.06627
```

Properties
**E**: -3911.65972 a.u.
**LUMO energy**: -0.4 eV
**HOMO level**: -9.4 eV
**Kohn-Sham gap**: 0.3317 Ha
**Energy above the lowest of the compared OMol25 structures with the same formula, charge and spin**: 341.1 kJ/mol
**Spin multiplicity**: 1

=====

No. 2
C10H18CaF18O9P3 as an isolated structure, computed with the ωB97M-V functional and the def2-TZVPD basis.

```
59
Properties=species:S:1:pos:R:3
Ca 0.59274 0.52284 0.47764
P -0.73112 1.30332 3.20338
F -2.36214 1.62641 3.35200
F -0.95289 -0.14897 2.51594
F -0.69242 1.97294 1.78420
F 0.76358 0.77194 3.06129
F -0.31444 2.82130 3.61280
F -0.69927 0.67480 4.68952
P 3.67113 1.46957 1.22194
F 2.19002 2.19434 1.42473
F 3.47324 1.81649 -0.40217
F 4.48546 2.88628 1.25567
F 5.10729 0.77101 0.93940
F 3.84693 1.14637 2.80830
F 2.89643 0.04862 0.95880
P -2.67506 -0.83997 -1.11534
F -1.47691 -1.73274 -1.77472
F -2.65101 0.27841 -2.25812
F -3.68776 -1.79262 -2.07661
F -3.97429 -0.09857 -0.48472
F -2.80601 -1.86476 0.22409
F -1.65532 0.06026 -0.22329
C -1.97381 -3.74317 3.30584
C -0.55720 -4.20026 2.72369
C -0.62508 -4.78152 1.26384
O 0.25154 -3.88130 0.64873
C 0.42075 -2.72473 1.30878
O 0.98583 -1.75544 0.81258
O 0.01224 -2.87965 2.62422
H -2.48833 -4.62208 3.69428
H -2.53043 -3.33078 2.46428
H -1.98253 -3.03180 4.13166
H 0.06441 -4.87525 3.31199
H -1.66529 -4.80355 0.93888
H -0.30963 -5.82452 1.23673
C 3.54943 -2.08234 -1.43155
O 2.90720 -1.74073 -2.63773
C 1.89537 -0.95133 -2.58309
O 1.45225 -0.33564 -1.57125
O 1.39083 -0.86791 -3.78287
C 0.38527 0.07673 -4.08919
H 4.46807 -2.65894 -1.53983
H 2.85085 -2.68084 -0.84683
H 3.73073 -1.25303 -0.74783
H 0.20147 -0.03303 -5.15796
H 0.51208 1.14312 -3.90255
H -0.51075 -0.28805 -3.58703
C -2.08224 3.70670 -3.54581
O -0.89787 3.14521 -2.95764
C -0.64780 3.27003 -1.66184
O -0.06496 2.40142 -0.98529
O -1.06780 4.46039 -1.19771
C -0.79984 4.81196 0.10996
H -2.96509 3.23248 -3.11710
H -2.12792 3.57198 -4.62648
H -2.18986 4.71598 -3.14846
H -0.64865 5.89060 0.06770
H 0.18773 4.41194 0.33973
H -1.47899 4.62020 0.94067
```

Properties
**E**: -4568.87088 a.u.
**LUMO energy (spin up / spin down)**: -1.3 / -8.7 eV
**<S²>**: 0.76
**HOMO level (spin up / spin down)**: -11.3 / -11.3 eV
**Kohn-Sham gap (spin up / spin down)**: 0.3672 / 0.0978 Ha
**Energy above the lowest of the compared OMol25 structures with the same formula, charge and spin**: 0.0 kJ/mol
**Spin multiplicity**: 2

=====

No. 3
C10H18Cl2N2PdS as an isolated structure, computed with the ωB97M-V functional and the def2-TZVPD basis.

```
34
Properties=species:S:1:pos:R:3
Pd 0.05240 -1.51068 -0.06909
Cl -0.12042 -3.52981 -1.25994
Cl -0.01684 2.16540 -0.10374
C 1.69980 -0.77550 -0.77467
H 2.31026 -0.06574 -0.22183
H 2.25582 -1.42441 -1.41972
C -0.55232 0.71263 -0.99085
C 0.62463 0.01778 -1.60840
H -1.03396 0.11231 -0.13273
C 0.58387 -0.68470 -2.97811
H 1.24782 0.89218 -1.83228
C -0.65897 -0.43646 -3.84464
H 1.48666 -0.41341 -3.50261
H 0.61413 -1.77342 -2.82910
C -1.85341 -0.28479 -2.89560
H -0.50346 0.47877 -4.43432
H -0.78981 -1.28277 -4.53915
C -1.60838 0.99482 -2.07406
H -2.79652 -0.18860 -3.45940
H -1.89320 -1.18217 -2.24642
H -1.14592 1.73426 -2.74024
H -2.53747 1.38535 -1.63008
S -1.04844 -1.52963 2.04465
C -0.16576 -0.29953 2.83066
N 1.17130 -0.14308 3.00483
C 1.45145 0.64863 4.20600
C 0.08896 1.21787 4.57318
N -0.79564 0.61956 3.58806
H 1.85697 -0.75001 2.59349
H 2.18596 1.43104 4.00285
H 1.84193 0.00190 5.00039
H 0.06851 2.30577 4.48242
H -0.21223 0.93802 5.58711
H -1.80770 0.61843 3.67333
```

Properties
**E**: -1947.56959 a.u.
**LUMO energy (spin up / spin down)**: 0.6 / -3.1 eV
**<S²>**: 6.02
**HOMO level (spin up / spin down)**: -4.8 / -8.8 eV
**Kohn-Sham gap (spin up / spin down)**: 0.1973 / 0.2126 Ha
**Energy above the lowest of the compared OMol25 structures with the same formula, charge and spin**: 67.3 kJ/mol
**Spin multiplicity**: 5

=====

No. 4
A 2-piece molecular cluster, C10H18Cl4N2PS overall, computed with the ωB97M-V functional and the def2-TZVPD basis.

```
36
Properties=species:S:1:pos:R:3
C -1.53440 -1.05175 4.12150
C -2.59259 -0.57798 2.97444
C -1.75091 -0.18031 1.67256
N -0.36229 -0.58144 1.51148
C 0.14412 -0.07414 0.26332
C 1.66791 -0.36741 -0.10839
C 1.89854 -1.72645 -0.93747
C 2.27245 0.95601 -0.81728
C 3.02675 1.90912 0.24784
N -0.89993 0.62613 -0.41566
C -2.12539 0.62681 0.41499
P -3.78532 1.44222 0.03542
S -3.36508 3.29300 -0.50893
H -1.09475 -2.08032 3.81841
H -0.62511 -0.33462 4.11159
H -1.98716 -1.06582 5.16708
H -3.17292 0.29760 3.42469
H -3.30179 -1.43499 2.66159
H 0.28600 -1.10228 2.11386
H 2.25289 -0.48697 0.88395
H 1.09970 -2.52438 -0.69807
H 2.02938 -1.56726 -2.07416
H 2.89966 -2.18389 -0.58215
H 1.36663 1.53446 -1.23648
H 2.92462 0.69778 -1.72682
H 4.15174 1.99726 -0.00248
H 2.93652 1.52182 1.33587
H 2.52007 2.94171 0.24303
H -0.78016 1.05482 -1.35059
H -4.53540 1.56780 1.26856
H -4.54971 0.77155 -0.97460
C 0.99706 -0.77977 -4.96875
Cl -0.11009 -0.55796 -3.59583
Cl 0.87079 -2.44617 -5.56690
Cl 0.56307 0.35067 -6.26639
Cl 2.66512 -0.46483 -4.43921
```

Properties
**E**: -3081.29672 a.u.
**LUMO energy**: -3.4 eV
**HOMO level**: -11.6 eV
**Kohn-Sham gap**: 0.3022 Ha
**Spin multiplicity**: 1
**Charge**: +1

=====

No. 5
C10H18ClF2N4O18V as an isolated structure, computed with the ωB97M-V functional and the def2-TZVPD basis.

```
54
Properties=species:S:1:pos:R:3
V 0.04438 -2.59217 -3.23913
Cl -1.24477 -0.88621 -0.79028
O -2.54031 -0.34133 -0.93934
O -1.17987 -2.32166 -0.79578
O -0.44710 -0.48130 -1.97731
O -0.53421 -0.31389 0.28705
C 1.12106 2.21783 -1.55694
N 2.41103 1.80269 -0.90871
O 3.11307 2.68897 -0.36518
O 2.70453 0.61561 -0.92216
H 1.15289 3.27297 -1.82857
H 0.32699 1.96719 -0.85357
H 0.97288 1.69206 -2.50018
C -5.39740 1.60555 -1.19861
N -6.76696 1.63988 -1.78080
O -7.25968 2.71856 -2.14876
O -7.32248 0.56955 -1.86422
H -4.98730 2.61482 -1.23444
H -4.86019 0.93889 -1.87319
H -5.58519 1.28889 -0.17267
C 1.10196 -2.36969 2.22102
N 2.18329 -3.17997 2.77326
O 3.20994 -3.53947 2.15689
O 1.96754 -3.51605 3.95619
H 0.66031 -1.80102 3.03933
H 0.52102 -3.19630 1.81196
H 1.56789 -1.65725 1.54025
C -3.76255 -1.30433 2.10864
N -3.19575 -0.93185 3.38149
O -3.90430 -1.01090 4.38997
O -1.99105 -0.63732 3.46978
H -3.00583 -1.82054 1.51787
H -4.06962 -0.42174 1.54753
H -4.55727 -2.02701 2.29372
C -0.63434 2.44263 2.56474
C 0.74040 2.23984 3.00320
O 1.46924 3.32484 2.46019
C 0.54655 4.11495 1.82605
O 0.88897 5.12500 1.14626
O -0.68968 3.74032 2.11399
F 1.29534 1.06383 2.65932
H -1.47832 2.25515 3.22855
H -0.86784 1.74810 1.75777
H 0.75232 2.18389 4.09170
C 5.14184 -2.15080 -4.29955
C 5.58560 -2.03316 -2.83497
O 4.33875 -1.90565 -2.26152
C 3.31472 -1.64207 -3.12201
O 2.05894 -1.68010 -2.92215
O 3.80566 -1.63386 -4.40633
F 6.17067 -0.86978 -2.65162
H 5.09539 -3.19045 -4.62371
H 5.85663 -1.57150 -4.88400
H 6.16220 -2.84464 -2.39100
```

Properties
**E**: -3567.59907 a.u.
**LUMO energy (spin up / spin down)**: -9.7 / -12.4 eV
**<S²>**: 6.02
**HOMO level (spin up / spin down)**: -14.2 / -14.2 eV
**Kohn-Sham gap (spin up / spin down)**: 0.1671 / 0.0651 Ha
**Spin multiplicity**: 5
**Charge**: +2

=====

No. 6
C10H18ClFeIN2O2P as an isolated structure, computed with the ωB97M-V functional and the def2-TZVPD basis.

```
36
Properties=species:S:1:pos:R:3
C 0.07703 -1.86631 -1.01356
C 1.07910 -0.90313 -1.59410
H 0.42596 -2.88002 -0.75552
H -0.70760 -2.17185 -1.72685
H -0.36299 -1.34956 -0.18882
O 2.27621 -0.87295 -1.38320
I 2.25041 2.04744 -0.69495
Fe -2.30149 -0.05472 0.83547
P 0.29936 0.63673 -2.52297
C 1.70509 1.29590 -3.41071
C -0.62800 -0.30520 -3.75201
H -1.78436 1.74591 -1.96029
H -0.95008 2.48259 -3.39039
H -0.38973 2.85302 -1.78844
C -0.81162 2.03880 -2.37433
H -1.68578 -0.38562 -3.48548
H -0.54834 0.33815 -4.64279
H 1.34435 1.28678 -4.42045
H 2.58447 0.67172 -3.28441
H -0.18261 -1.25445 -4.06875
H 1.87082 2.29700 -2.98065
C 1.39061 0.38689 0.83347
O 1.86309 -0.31420 1.63052
Cl -3.74308 1.21197 -0.23082
C 0.36680 0.22643 5.24152
N -0.14659 -0.39686 4.02845
C -0.33225 -1.77473 3.75217
C -0.93886 -1.85442 2.54086
N -1.03879 -0.54830 2.05350
C -0.53365 0.30486 2.98873
H -0.41335 0.13291 6.00580
H 1.23824 -0.38458 5.48826
H 0.61411 1.27482 5.01851
H -0.11085 -2.54345 4.47743
H -1.23170 -2.73697 1.99165
H -0.54391 1.36541 2.78317
```

Properties
**E**: -3014.11095 a.u.
**LUMO energy (spin up / spin down)**: -7.3 / -8.8 eV
**<S²>**: 8.77
**HOMO level (spin up / spin down)**: -15.6 / -15.8 eV
**Kohn-Sham gap (spin up / spin down)**: 0.3060 / 0.2583 Ha
**Energy above the lowest of the compared OMol25 structures with the same formula, charge and spin**: 97.2 kJ/mol
**Spin multiplicity**: 6
**Charge**: +2

=====

Q: Which value of E does entry 4 give?
A: -3081.29672 a.u.